[1]
Below is 10 unconnected molecules or ions with the total composition C40H100O20 at a distorted geometry, with properties calculated with ωB97M-V/def2-TZVPD.

```
! RIJCOSX wB97M-V def2-TZVPD def2/J DEFGRID3
* xyz 0 1
C 2.308 -6.192 -3.791
O 3.072 -7.279 -3.359
C 3.476 -7.292 -2.008
C 2.387 -7.552 -0.994
O 1.590 -6.391 -0.744
C 0.528 -6.580 0.175
H 1.278 -6.232 -3.438
H 2.365 -5.974 -4.858
H 2.624 -5.261 -3.320
H 4.136 -6.499 -1.657
H 4.211 -8.093 -1.927
H 2.777 -8.007 -0.084
H 1.688 -8.294 -1.380
H 0.006 -5.678 0.495
H 0.855 -7.132 1.057
H -0.307 -7.083 -0.312
C 1.478 1.747 0.030
O 0.769 0.551 0.062
C -0.712 0.734 0.028
C -1.485 -0.631 0.228
O -1.189 -1.180 1.448
C -1.604 -2.559 1.613
H 1.587 2.033 -1.016
H 2.465 1.404 0.340
H 1.052 2.541 0.643
H -1.035 1.273 -0.863
H -1.041 1.409 0.818
H -1.182 -1.302 -0.575
H -2.566 -0.512 0.156
H -1.407 -3.233 0.779
H -2.680 -2.482 1.765
H -1.228 -2.918 2.571
C 1.994 -5.247 3.263
O 2.141 -3.885 3.684
C 2.290 -2.934 2.625
C 1.622 -1.547 2.896
O 2.442 -0.809 3.865
C 1.927 0.402 4.257
H 2.334 -5.949 4.024
H 2.358 -5.481 2.263
H 0.933 -5.496 3.226
H 1.871 -3.395 1.731
H 3.338 -2.692 2.443
H 0.600 -1.672 3.256
H 1.615 -0.956 1.980
H 2.002 1.081 3.408
H 2.564 0.881 5.001
H 0.932 0.395 4.703
C 1.798 8.500 2.642
O 1.131 8.952 1.461
C 0.925 7.858 0.484
C -0.125 6.741 0.875
O 0.391 5.940 1.921
C -0.486 4.924 2.399
H 2.862 8.415 2.422
H 1.400 7.655 3.205
H 1.685 9.321 3.350
H 1.946 7.529 0.289
H 0.500 8.452 -0.326
H -0.187 6.088 0.004
H -0.990 7.270 1.272
H -1.183 4.558 1.645
H -1.119 5.347 3.179
H 0.192 4.204 2.858
C 4.464 3.326 2.920
O 5.494 4.281 3.080
C 5.209 5.538 2.485
C 5.329 5.468 0.934
O 4.380 6.417 0.421
C 4.571 6.755 -0.931
H 3.479 3.790 2.859
H 4.576 2.828 3.883
H 4.563 2.715 2.023
H 5.736 6.399 2.897
H 4.154 5.732 2.680
H 5.051 4.487 0.548
H 6.340 5.715 0.610
H 4.191 7.753 -1.152
H 3.958 6.124 -1.575
H 5.556 6.933 -1.360
C -2.269 3.983 -2.219
O -3.086 3.100 -1.416
C -3.917 3.828 -0.526
C -4.899 2.893 0.205
O -4.145 2.077 1.092
C -4.812 1.124 1.842
H -1.803 3.276 -2.905
H -1.539 4.482 -1.580
H -2.942 4.633 -2.778
H -4.464 4.649 -0.988
H -3.201 4.334 0.121
H -5.411 2.168 -0.429
H -5.632 3.497 0.740
H -5.491 0.511 1.249
H -5.503 1.443 2.623
H -4.125 0.529 2.442
C -4.605 -6.611 -2.563
O -3.595 -5.535 -2.375
C -4.043 -4.311 -2.984
C -5.138 -3.590 -2.182
O -4.534 -3.196 -0.984
C -4.645 -4.077 0.107
H -5.586 -6.228 -2.284
H -4.423 -7.596 -2.135
H -4.742 -6.614 -3.645
H -4.336 -4.374 -4.032
H -3.191 -3.632 -2.939
H -6.058 -4.154 -2.027
H -5.545 -2.690 -2.642
H -5.703 -4.267 0.293
H -4.209 -3.606 0.988
H -4.096 -5.013 -0.001
C -0.343 -3.082 -2.636
O 0.450 -2.871 -3.786
C 0.540 -1.460 -4.125
C 1.662 -0.806 -3.258
O 2.202 0.406 -3.848
C 3.454 0.928 -3.218
H -1.363 -2.733 -2.799
H -0.018 -2.435 -1.822
H -0.281 -4.138 -2.373
H -0.425 -0.959 -4.056
H 0.799 -1.383 -5.181
H 2.374 -1.630 -3.218
H 1.398 -0.543 -2.234
H 3.429 1.122 -2.145
H 3.753 1.849 -3.719
H 4.258 0.226 -3.436
C -5.718 -7.586 4.259
O -4.672 -7.048 3.574
C -3.379 -7.646 3.727
C -2.300 -6.828 2.932
O -2.222 -5.395 3.295
C -2.078 -5.052 4.647
H -5.466 -7.839 5.289
H -6.177 -8.492 3.865
H -6.563 -6.900 4.191
H -3.359 -8.699 3.445
H -3.129 -7.711 4.786
H -2.430 -6.898 1.852
H -1.356 -7.294 3.216
H -1.192 -5.542 5.050
H -2.955 -5.330 5.231
H -1.860 -3.989 4.747
C 1.603 4.969 -3.117
O 0.642 5.919 -2.614
C 1.065 7.266 -3.005
C 0.983 7.542 -4.573
O 2.116 7.089 -5.346
C 3.347 7.622 -5.007
H 1.631 4.924 -4.205
H 1.315 3.985 -2.748
H 2.639 5.083 -2.796
H 2.038 7.320 -2.516
H 0.467 7.947 -2.401
H 0.851 8.592 -4.836
H 0.051 7.052 -4.854
H 3.119 8.681 -5.129
H 4.123 7.266 -5.686
H 3.697 7.418 -3.995
*
```

The calculation puts the max |F| at 3.383 eV/Å. The energy above the lowest of the compared OMol25 structures with the same formula, charge and spin comes out at 418.8 kJ/mol. The total energy comes out at -3088.2159 Ha. Its SMILES is COCCOC.COCCOC.COCCOC.COCCOC.COCCOC.COCCOC.COCCOC.COCCOC.COCCOC.COCCOC. The value obtained for the HOMO energy is -0.337 hartree.

[2]
Below is a molecular structure, C23H31ClN5O4PdSb2 at a distorted geometry, with properties calculated with ωB97M-V/def2-TZVPD.

```
! RIJCOSX wB97M-V def2-TZVPD def2/J DEFGRID3
* xyz 3 5
Pd 0.923 -1.038 0.185
O 3.034 -4.216 0.813
Cl 2.314 -3.042 0.522
O 1.634 -3.125 -0.783
O 3.125 -1.842 0.537
O 1.223 -2.829 1.524
C -2.369 1.489 0.339
Sb -1.535 -0.410 -0.131
C -2.746 -0.988 -1.787
C -2.455 -1.609 1.603
C -3.800 -1.974 1.227
C -4.807 -1.031 1.623
C -6.137 -1.264 1.443
C -6.531 -2.453 0.816
C -5.576 -3.382 0.399
C -4.215 -3.175 0.547
C -3.391 -4.295 -0.058
Sb -1.241 -4.673 -0.060
C -0.962 -5.926 1.635
C -0.978 -5.970 -1.728
H -3.455 1.444 0.272
H -2.005 2.213 -0.392
H -2.063 1.790 1.337
H -3.743 -1.269 -1.452
H -2.279 -1.802 -2.333
H -2.825 -0.121 -2.442
H -2.438 -0.860 2.392
H -1.744 -2.401 1.812
H -4.486 -0.126 2.127
H -6.877 -0.553 1.788
H -7.581 -2.652 0.638
H -5.917 -4.299 -0.070
H -3.611 -4.351 -1.128
H -3.701 -5.250 0.388
H -1.564 -6.820 1.455
H -1.282 -5.415 2.537
H 0.091 -6.185 1.703
H -1.707 -6.773 -1.619
H 0.038 -6.350 -1.660
H -1.119 -5.434 -2.660
C 2.461 1.487 1.709
C 2.638 1.485 0.230
N 1.928 0.795 -0.652
C 2.490 1.029 -1.896
C 3.559 1.843 -1.770
N 3.658 2.121 -0.417
C 4.689 2.956 0.165
N 4.812 4.259 -0.485
N 5.951 4.494 -1.243
N 5.876 5.658 -1.757
C 4.679 6.222 -1.340
C 4.143 7.464 -1.594
C 2.844 7.760 -1.041
C 2.160 6.847 -0.265
C 2.699 5.582 -0.008
C 3.989 5.306 -0.540
H 1.537 0.985 1.959
H 2.425 2.497 2.127
H 3.273 0.948 2.201
H 2.096 0.571 -2.788
H 4.273 2.202 -2.495
H 5.660 2.488 0.034
H 4.503 3.087 1.224
H 4.702 8.205 -2.158
H 2.392 8.726 -1.236
H 1.190 7.113 0.133
H 2.134 4.837 0.541
*
```

The calculation puts the max |F| at 2.456 eV/Å. The total energy comes out at -2536.8897 Ha. The value obtained for the HOMO energy (alpha / beta) is -0.573 / -0.588 hartree.

[3]
Below is 14 unconnected molecules or ions with the total composition C62H120N14O6 at a distorted geometry, with properties calculated with ωB97M-V/def2-TZVPD.

```
! RIJCOSX wB97M-V def2-TZVPD def2/J DEFGRID3
* xyz 0 1
C 3.704 0.480 2.886
C 3.248 -0.493 3.942
C 4.187 -1.788 4.045
C 4.164 -2.586 2.844
N 4.117 -3.190 1.836
H 3.066 1.350 2.733
H 3.782 0.060 1.883
H 4.676 0.933 3.085
H 2.221 -0.827 3.794
H 3.236 -0.030 4.929
H 3.981 -2.378 4.938
H 5.222 -1.547 4.286
C -0.576 8.383 -3.729
C -1.798 8.050 -2.847
C -2.359 6.611 -3.049
C -1.414 5.528 -2.629
N -0.711 4.687 -2.324
H 0.269 7.698 -3.661
H -0.259 9.367 -3.385
H -0.852 8.493 -4.777
H -2.556 8.808 -3.047
H -1.494 8.167 -1.807
H -2.496 6.474 -4.121
H -3.301 6.511 -2.511
C 5.108 0.906 -0.752
C 6.239 0.083 -1.244
C 6.397 -1.316 -0.529
C 6.617 -1.085 0.927
N 6.770 -0.813 2.043
H 5.311 1.392 0.202
H 4.164 0.369 -0.658
H 4.865 1.698 -1.460
H 7.202 0.563 -1.067
H 6.202 -0.030 -2.327
H 7.230 -1.842 -0.995
H 5.515 -1.948 -0.628
C -2.988 0.193 -2.634
C -3.372 1.677 -2.492
C -4.688 1.919 -3.311
C -5.096 3.345 -3.278
N -5.438 4.478 -3.210
H -2.128 -0.133 -2.048
H -2.927 -0.007 -3.704
H -3.814 -0.426 -2.284
H -2.589 2.387 -2.757
H -3.634 1.771 -1.438
H -5.512 1.361 -2.865
H -4.501 1.686 -4.359
C -4.623 3.144 1.433
C -5.051 4.369 2.296
C -5.532 5.481 1.360
C -4.534 6.413 0.860
N -3.719 7.165 0.444
H -5.445 2.751 0.834
H -4.181 2.380 2.073
H -3.881 3.510 0.724
H -4.294 4.659 3.025
H -5.872 4.023 2.924
H -6.235 6.158 1.845
H -6.097 5.073 0.523
C 1.102 7.181 -0.296
C -0.045 7.285 0.704
C -0.495 5.955 1.425
C 0.583 5.199 2.066
N 1.475 4.637 2.557
H 1.125 8.166 -0.762
H 0.830 6.526 -1.124
H 2.055 6.837 0.106
H -0.895 7.735 0.190
H 0.237 8.046 1.432
H -0.937 5.225 0.745
H -1.221 6.075 2.229
C 0.837 1.947 6.077
C -0.042 0.891 5.551
C -0.666 1.146 4.179
C -1.405 2.393 4.087
N -2.001 3.422 3.971
H 1.770 1.942 5.515
H 1.156 1.740 7.099
H 0.421 2.950 6.170
H -0.742 0.574 6.324
H 0.585 0.005 5.448
H -1.311 0.315 3.891
H 0.123 1.184 3.429
C 4.753 4.353 1.287
C 5.628 4.989 0.198
C 4.969 6.136 -0.660
C 4.933 7.376 0.166
N 4.930 8.299 0.816
H 3.834 4.076 0.772
H 4.458 5.074 2.050
H 5.206 3.507 1.804
H 5.942 4.172 -0.452
H 6.599 5.321 0.564
H 4.014 5.838 -1.093
H 5.629 6.359 -1.498
C 2.950 0.103 -3.929
C 1.713 0.293 -3.023
C 1.213 1.714 -3.110
C 2.066 2.804 -2.651
N 2.714 3.699 -2.268
H 3.185 -0.955 -4.040
H 3.793 0.569 -3.419
H 2.787 0.558 -4.906
H 1.969 0.007 -2.003
H 0.873 -0.357 -3.266
H 0.307 1.820 -2.514
H 0.879 1.977 -4.114
C -8.828 -0.854 2.699
C -7.561 -0.594 3.548
C -6.566 0.520 3.148
C -5.380 0.511 4.052
N -4.491 0.515 4.824
H -9.239 0.137 2.509
H -9.576 -1.431 3.243
H -8.532 -1.332 1.766
H -7.070 -1.535 3.794
H -7.875 -0.353 4.563
H -7.015 1.512 3.098
H -6.200 0.433 2.125
C -2.294 -7.043 -0.448
O -1.342 -6.104 0.005
C -0.163 -6.679 0.511
C 0.795 -5.549 1.072
N 0.230 -5.150 2.361
C 0.933 -4.028 2.929
C 0.363 -3.447 4.197
O -0.835 -2.761 3.970
C -1.501 -2.392 5.155
H -3.130 -6.509 -0.899
H -2.637 -7.590 0.430
H -1.895 -7.615 -1.286
H 0.404 -7.109 -0.315
H -0.396 -7.459 1.237
H 0.858 -4.671 0.429
H 1.828 -5.895 1.105
H -0.761 -5.006 2.231
H 0.956 -3.185 2.238
H 1.963 -4.358 3.064
H 1.012 -2.663 4.586
H 0.165 -4.241 4.917
H -2.443 -1.939 4.848
H -0.986 -1.734 5.855
H -1.774 -3.311 5.674
C -0.772 -2.999 -4.022
O -1.720 -2.746 -2.972
C -1.402 -3.377 -1.729
C -2.539 -3.232 -0.694
N -2.070 -3.452 0.649
C -3.077 -3.623 1.721
C -3.702 -2.228 2.198
O -4.282 -1.365 1.289
C -5.385 -1.957 0.634
H -0.784 -4.010 -4.428
H 0.243 -2.829 -3.662
H -0.888 -2.354 -4.893
H -0.460 -2.915 -1.435
H -1.302 -4.450 -1.897
H -3.332 -3.949 -0.907
H -3.080 -2.309 -0.900
H -1.568 -4.313 0.489
H -2.565 -3.969 2.618
H -3.834 -4.360 1.454
H -2.819 -1.696 2.554
H -4.392 -2.291 3.039
H -5.639 -1.373 -0.250
H -6.261 -2.021 1.278
H -5.216 -2.941 0.195
C 2.852 -3.149 -2.087
O 3.395 -4.353 -2.637
C 2.489 -5.446 -2.597
C 3.329 -6.778 -2.590
N 4.164 -6.876 -3.808
C 3.387 -7.057 -5.072
C 4.452 -7.395 -6.168
O 5.146 -6.222 -6.588
C 5.528 -6.240 -7.962
H 3.586 -2.346 -2.014
H 2.523 -3.361 -1.070
H 2.030 -2.762 -2.689
H 1.858 -5.349 -3.481
H 1.846 -5.561 -1.725
H 2.651 -7.607 -2.381
H 4.016 -6.761 -1.744
H 4.610 -5.973 -3.890
H 2.797 -6.171 -5.307
H 2.676 -7.880 -4.999
H 4.007 -7.968 -6.982
H 5.232 -8.015 -5.726
H 4.761 -5.940 -8.675
H 6.139 -7.112 -8.194
H 6.276 -5.447 -7.967
N -0.830 -0.530 0.468
C 0.449 0.020 0.599
C 0.409 1.413 0.578
C -0.940 1.725 0.691
C -1.691 0.544 0.658
H -1.073 -1.509 0.520
H 1.272 -0.679 0.595
H 1.155 2.191 0.639
H -1.336 2.716 0.858
H -2.749 0.326 0.667
*
```

The calculation puts the max |F| at 5.345 eV/Å. The total energy comes out at -3652.1096 Ha. The value obtained for the HOMO energy is -0.290 hartree.

[4]
Below is a single C5H8N2O molecule at a distorted geometry, with properties calculated with ωB97M-V/def2-TZVPD.

```
! RIJCOSX wB97M-V def2-TZVPD def2/J DEFGRID3
* xyz 0 1
C -1.603 0.827 0.573
C -1.592 -0.406 -0.368
C 0.863 -0.926 -0.072
C 1.774 0.208 0.448
C -0.223 -0.166 -0.850
N -0.725 1.706 0.352
N 0.047 1.302 -0.684
O 1.526 1.359 -0.277
H -2.341 1.089 1.334
H -1.556 -1.352 0.203
H -2.403 -0.540 -1.142
H 1.419 -1.825 -0.380
H 0.321 -1.191 0.826
H 1.522 0.288 1.572
H 2.904 0.086 0.373
H 0.069 -0.460 -1.906
*
```

The calculation puts the max |F| at 5.447 eV/Å. The energy above the lowest of the compared OMol25 structures with the same formula, charge and spin comes out at 403.3 kJ/mol. The total energy comes out at -379.9346 Ha. Its SMILES is C1=NN2OCC[C@H]2C1. The value obtained for the HOMO energy is -0.343 hartree.

[5]
Below is 2 unconnected molecules or ions with the total composition C2H4N2O2 at a distorted geometry, with properties calculated with ωB97M-V/def2-TZVPD.

```
! RIJCOSX wB97M-V def2-TZVPD def2/J DEFGRID3
* xyz 0 1
C 1.311 0.171 0.233
C 1.249 -1.261 0.228
N -1.198 0.076 -0.131
N -1.320 1.148 -0.751
O -1.822 -0.710 0.552
O 0.582 -0.668 -0.687
H 0.617 0.669 0.947
H 2.063 0.917 -0.214
H 0.710 -2.062 0.824
H -2.192 1.720 -1.000
*
```

The calculation puts the max |F| at 3.764 eV/Å. The energy above the lowest of the compared OMol25 structures with the same formula, charge and spin comes out at 932.5 kJ/mol. The total energy comes out at -338.2980 Ha. The value obtained for the HOMO energy (alpha / beta) is -0.297 / -0.322 hartree.